The following is a DFT calculation (ωB97M-V/def2-TZVPD) of a structure of composition C40H36BF6N9O7STl.

Cartesian coordinates (Å):
Tl  -0.13630  -0.07250  -0.25270
C  0.67940  -1.29840  -3.81750
C  -0.39170  -1.98550  -3.04960
C  -1.03660  -3.17590  -3.39440
C  -1.97250  -3.38800  -2.40030
C  -2.92280  -4.52570  -2.27860
N  -1.88520  -2.36840  -1.52770
N  -0.92240  -1.52160  -1.92310
B  -2.76680  -2.13000  -0.29160
N  -3.29260  -0.68780  -0.28040
N  -2.47870  0.38240  -0.23780
C  -3.22620  1.47510  -0.14290
C  -2.71730  2.85640  0.00700
C  -4.57260  1.10110  -0.14860
C  -4.57550  -0.27700  -0.22310
C  -5.77290  -1.16330  -0.20900
N  -1.94280  -2.36810  0.99210
N  -0.99240  -1.51680  1.41460
C  -0.53550  -1.95920  2.58210
C  0.51040  -1.29950  3.40060
C  -1.21240  -3.12790  2.92280
C  -2.10030  -3.35750  1.89000
C  -3.07490  -4.47900  1.79560
H  0.46090  -1.36440  -4.88200
H  0.73020  -0.25190  -3.53460
H  1.65120  -1.75960  -3.63480
H  -0.84610  -3.79780  -4.24710
H  -2.82290  -5.16840  -3.15020
H  -2.71960  -5.10390  -1.37850
H  -3.94930  -4.17330  -2.21620
H  -3.68800  -2.87010  -0.29930
H  -1.75010  2.96820  -0.46220
H  -3.43260  3.55680  -0.41960
H  -2.57390  3.08880  1.06080
H  -5.42080  1.75660  -0.11710
H  -6.66490  -0.53900  -0.18010
H  -5.80970  -1.79870  -1.09240
H  -5.77450  -1.80660  0.67110
H  0.26400  -0.24790  3.54170
H  0.58100  -1.78340  4.37510
H  1.46520  -1.38400  2.88720
H  -1.06860  -3.71730  3.80600
H  -2.99630  -5.07710  2.70080
H  -4.09370  -4.11030  1.69070
H  -2.86060  -5.12180  0.94480
C  2.85720  4.45260  5.78390
C  3.20090  2.96650  5.92150
C  4.66740  2.85780  6.34040
C  5.10600  1.40310  6.39110
C  4.89750  0.78920  5.03940
C  5.72620  -0.21430  4.58860
C  5.48120  -0.82470  3.36430
F  6.31460  -1.80760  2.96870
C  4.40810  -0.45730  2.59380
C  3.55740  0.56220  3.03330
C  2.35900  0.85590  2.21910
O  2.13820  0.22610  1.18670
C  1.50730  1.86400  2.79180
C  1.84990  2.47080  3.95660
N  2.96860  2.22600  4.67780
C  3.80990  1.21720  4.25470
C  0.15740  2.25970  2.17860
O  -0.48560  3.12790  2.76170
O  -0.23320  1.68850  1.12170
H  3.20190  4.98070  6.67190
H  1.79150  4.63660  5.69370
H  3.36120  4.86620  4.91320
H  2.56890  2.52250  6.70560
H  4.79790  3.33150  7.31550
H  5.28210  3.39750  5.61560
H  4.50870  0.86140  7.13350
H  6.15320  1.32140  6.68670
H  6.56780  -0.53170  5.18550
H  4.18310  -0.95460  1.66340
H  1.15870  3.20260  4.34560
O  5.17600  -2.85230  -1.82970
C  5.21690  -1.61060  -2.24990
O  6.16120  -1.16550  -2.86830
C  4.04790  -0.74020  -1.96200
C  3.96640  0.58430  -2.36660
N  2.78440  1.05510  -1.95230
N  2.08510  0.11600  -1.33320
C  2.81610  -0.98140  -1.30380
C  2.27140  -2.20480  -0.61430
O  2.98880  -3.22100  -0.58340
O  1.13180  -2.11620  -0.11800
H  4.31630  -3.07480  -1.30480
H  4.68730  1.17470  -2.89850
H  2.35290  1.95790  -2.12030
F  -4.15010  5.30290  -4.75710
C  -3.23870  4.51380  -4.15330
C  -3.35320  3.12860  -4.21780
F  -4.38470  2.58700  -4.89410
C  -2.40560  2.31740  -3.61440
F  -2.53570  0.98740  -3.73470
C  -1.29790  2.85100  -2.93350
S  -0.00250  1.90190  -2.31430
C  -1.21690  4.25710  -2.88050
F  -0.17990  4.83430  -2.25300
C  -2.15850  5.07440  -3.47810
F  -2.04030  6.41420  -3.41820

Net charge = -1
HOMO-LUMO gap = 7.24 eV
ΔE to the lowest compared entry with this formula, charge and spin = 21.3 kcal per mole
HOMO energy = -5.29 eV


The following is a DFT calculation (ωB97M-V/def2-TZVPD) of a structure of composition C43H65Cl3GeHgN4O3.

Cartesian coordinates (Å):
Hg  0.60786  0.14217  0.82193
C  -1.25311  -3.31631  3.54237
N  -1.64515  -2.59790  2.34685
C  -3.07077  -2.35541  2.35786
C  -1.20958  -3.34377  1.17357
C  -1.42048  -2.62156  -0.15864
N  -0.22317  -1.95182  -0.65132
C  0.84870  -2.91086  -0.96650
C  2.28083  -2.45731  -0.79360
C  3.16671  -2.65796  -1.83154
C  4.53414  -2.42901  -1.68970
C  4.95788  -2.03541  -0.42733
C  4.11462  -1.85399  0.67087
C  2.71194  -1.99467  0.48518
O  1.81499  -1.74679  1.39521
C  4.78487  -1.47075  2.00188
C  3.88330  -1.63332  3.23062
C  5.22987  -0.00196  1.92244
C  6.01890  -2.36184  2.24539
C  5.48654  -2.71178  -2.84931
C  6.93484  -2.35289  -2.51134
C  5.07163  -1.90549  -4.08724
C  5.43746  -4.21141  -3.18550
C  -0.49506  -1.21287  -1.88106
C  -1.54747  -0.10604  -1.90661
C  -1.78837  0.35894  -3.18677
C  -2.74604  1.32254  -3.47260
C  -3.56524  1.67364  -2.41271
C  -3.39232  1.22901  -1.10242
C  -2.22094  0.46922  -0.77809
O  -1.79478  0.28754  0.44509
C  -4.50299  1.65590  -0.12256
C  -4.46450  0.93740  1.22565
C  -5.88293  1.33476  -0.72979
C  -4.41361  3.16672  0.12332
C  -2.87940  1.90271  -4.87800
C  -3.83318  3.09978  -4.91259
C  -3.40909  0.82896  -5.83920
C  -1.50421  2.38291  -5.36573
H  -1.73219  -4.31413  3.59646
H  -1.53579  -2.74979  4.43071
H  -0.17094  -3.44720  3.56398
H  -3.65067  -3.30048  2.38237
H  -3.36359  -1.78503  1.48055
H  -3.32756  -1.76266  3.23700
H  -1.72216  -4.32726  1.13460
H  -0.14743  -3.53174  1.32461
H  -2.18335  -1.85952  -0.03034
H  -1.78598  -3.33566  -0.92024
H  0.70763  -3.24488  -2.00827
H  0.72798  -3.79971  -0.34744
H  2.76882  -3.00509  -2.78261
H  6.01241  -1.84493  -0.27836
H  3.12831  -0.85361  3.26040
H  4.48694  -1.55773  4.14069
H  3.37252  -2.59538  3.23973
H  4.36914  0.63510  1.71234
H  5.96653  0.14319  1.12720
H  5.67346  0.31697  2.87154
H  5.74619  -3.41702  2.16936
H  6.41307  -2.17799  3.24820
H  6.82569  -2.16549  1.53646
H  7.02523  -1.29627  -2.25175
H  7.57486  -2.54957  -3.37608
H  7.30357  -2.94903  -1.67422
H  5.08180  -0.83712  -3.86452
H  4.06376  -2.16707  -4.41164
H  5.75834  -2.09625  -4.91920
H  5.69927  -4.80039  -2.30395
H  6.13768  -4.45663  -3.99195
H  4.43497  -4.50810  -3.49765
H  -0.79740  -1.93766  -2.66165
H  0.45846  -0.78885  -2.20162
H  -1.18656  -0.06219  -3.98924
H  -4.39675  2.33902  -2.60420
H  -4.68888  -0.12314  1.09937
H  -5.21899  1.36741  1.89192
H  -3.48922  1.01510  1.68548
H  -5.93404  0.28439  -1.02433
H  -6.10992  1.94241  -1.60650
H  -6.66190  1.52403  0.01560
H  -3.44954  3.40890  0.56999
H  -5.21408  3.49817  0.79405
H  -4.49791  3.72316  -0.81283
H  -4.86250  2.79805  -4.70581
H  -3.81097  3.56331  -5.90262
H  -3.53893  3.84973  -4.17585
H  -4.39190  0.48193  -5.51239
H  -2.73936  -0.03246  -5.86035
H  -3.49865  1.22150  -6.85810
H  -1.07409  3.08639  -4.65082
H  -1.59225  2.88079  -6.33700
H  -0.80446  1.55377  -5.47130
O  -2.02214  0.38519  3.73861
C  -2.46152  1.34346  4.69086
C  -1.59413  2.59944  4.78514
C  -2.19693  3.87041  4.14890
C  -1.43368  4.36345  2.95292
C  -0.84202  5.62114  2.90696
C  -0.20536  6.01930  1.74007
C  -0.18558  5.15714  0.65737
C  -0.80793  3.92261  0.79256
N  -1.40696  3.53250  1.91084
H  -2.00942  0.74452  2.83580
H  -2.41466  0.80923  5.63880
H  -3.51167  1.61164  4.50689
H  -0.63462  2.35687  4.32780
H  -1.39120  2.79771  5.83978
H  -2.25786  4.67162  4.88934
H  -3.21569  3.66262  3.81345
H  -0.88376  6.27374  3.77061
H  0.26541  6.99390  1.67980
H  0.30486  5.41937  -0.27009
H  -0.83851  3.22564  -0.03514
N  2.30050  2.02508  -1.33430
C  1.72222  1.36826  -0.57858
Cl  0.13924  -0.08128  6.22477
Ge  0.27864  -1.15322  4.21043
Cl  1.14756  -3.10987  5.32186
Cl  1.37381  1.06517  3.10671

Net charge = -2
HOMO-LUMO gap = 6.22 eV
ΔE to the lowest compared entry with this formula, charge and spin = 37.4 kcal per mole
HOMO energy = -2.24 eV


The following is a DFT calculation (ωB97M-V/def2-TZVPD) of an isolated molecule of C8H11N3O4.

Cartesian coordinates (Å):
C  0.17497  2.16269  -0.23349
C  -0.95405  1.74116  0.33822
C  0.70769  1.52517  -1.42922
C  -1.31966  0.05254  -1.52283
C  -1.33580  -0.67484  0.90031
C  -1.64792  0.41675  -0.10213
C  0.71647  -1.78078  1.61507
C  -0.00908  0.56471  -2.07609
N  0.10191  -0.64445  1.24898
N  1.66558  -1.71522  2.50874
N  0.55728  -0.10880  -3.20455
O  2.60338  -2.41901  2.75136
O  1.65983  0.15866  -3.71814
O  1.87865  -0.25298  2.85229
O  0.09598  -1.22969  -3.41643
H  0.77875  3.03581  0.19086
H  -1.46901  2.28012  1.20444
H  1.68916  1.73242  -1.84142
H  2.85321  -0.26494  2.98791
H  -1.50534  -0.94719  -1.74796
H  -2.04335  0.48661  -2.12801
H  -1.99928  -0.69886  1.86736
H  -1.36889  -1.57990  0.44400
H  -2.71837  0.53955  -0.00509
H  0.32002  -2.58881  1.14227
H  0.56787  0.20929  1.37354

HOMO-LUMO gap = 6.66 eV
ΔE to the lowest compared entry with this formula, charge and spin = 227.0 kcal per mole
HOMO energy = -7.83 eV